1.
{
  "formula": "C17H21BIN3O6",
  "method": "ωB97M-V with the def2-TZVPD basis set",
  "elements": ["N", "C", "C", "O", "C", "C", "C", "C", "C", "C", "C", "B", "O", "O", "C", "O", "N", "C", "C", "O", "I", "C", "O", "H", "H", "H", "H", "H", "H", "H", "H", "H", "H", "H", "H", "H", "H", "C", "C", "C", "C", "N", "H", "H", "H", "H", "H", "H", "H"],
  "xyz": [[-0.6774, 0.6489, -2.7855], [0.2264, -0.4374, -3.3386], [1.0425, -1.2772, -2.1762], [0.1698, -1.8591, -1.1356], [2.2870, -0.3573, -1.5414], [2.5436, -0.9487, -0.0287], [3.6733, -2.1548, 0.1583], [3.9593, -2.8458, 1.6411], [3.0691, -2.2725, 2.8928], [1.9884, -1.0492, 2.7188], [1.6921, -0.3507, 1.2661], [0.5877, 0.8654, 1.1967], [0.8913, 2.0646, 0.3920], [-0.7168, 0.8622, 1.9428], [1.3915, -0.7872, 4.2229], [0.8688, 0.3187, 4.7873], [1.6359, -2.1411, 4.8769], [0.4696, -3.0994, 4.9433], [0.3418, -4.1381, 3.6828], [-0.5975, -3.9397, 2.7196], [1.6320, -5.9135, 3.3590], [2.9904, -2.6839, 4.4800], [3.8906, -3.3714, 5.1991], [-0.7144, 1.4185, -3.4896], [-1.6489, 0.2181, -2.7660], [0.9419, 0.0131, -4.1562], [-0.4856, -1.1951, -3.9157], [1.5646, -2.1898, -2.7300], [-0.4995, -1.1722, -0.8242], [2.0307, 0.7855, -1.5820], [3.2461, -0.6416, -2.1888], [4.2878, -2.5482, -0.7568], [4.7280, -3.7027, 1.8475], [0.1418, 2.2621, -0.2482], [-0.6647, 1.7339, 2.4723], [0.4083, -3.7379, 5.9305], [-0.5158, -2.4266, 4.9217], [-4.3555, 2.7831, -3.4333], [-4.6242, 3.8792, -2.4071], [-3.5211, 4.9385, -2.3652], [-2.1993, 4.2888, -1.9894], [-1.1029, 3.7498, -1.6776], [-3.4447, 2.2235, -3.1979], [-5.1821, 2.0656, -3.4481], [-4.2514, 3.2047, -4.4396], [-4.7358, 3.4190, -1.4177], [-5.5772, 4.3640, -2.6460], [-3.7668, 5.7077, -1.6255], [-3.4186, 5.4261, -3.3408]],
  "nbo_charge": [-0.8693, -0.2550, 0.1061, -0.7210, -0.5028, 0.1145, -0.2265, -0.1569, -0.1513, -0.0653, -0.3720, 1.1728, -0.9486, -0.9281, 0.6919, -0.5100, -0.5659, -0.3132, 0.3845, -0.5181, 0.1220, 0.6804, -0.5157, 0.3751, 0.3606, 0.2046, 0.1874, 0.1888, 0.4775, 0.2701, 0.2279, 0.2396, 0.2589, 0.5296, 0.5043, 0.2504, 0.2713, -0.6125, -0.3865, -0.5032, 0.3127, -0.3767, 0.2096, 0.2214, 0.2046, 0.2143, 0.2141, 0.2561, 0.2471],
  "gap_ev": 7.53,
  "smiles": "NC[C@H](O)Cc1ccc2c(c1B(O)O)C(=O)N(CC(=O)I)C2=O.CCCC#N"
}

2.
{
  "formula": "C6H6FNO",
  "method": "ωB97M-V with the def2-TZVPD basis set",
  "elements": ["C", "C", "C", "C", "C", "C", "N", "O", "F", "H", "H", "H", "H", "H", "H"],
  "xyz": [[-0.1256, -1.9926, -0.7989], [-1.1613, -0.9544, -0.9698], [0.9438, -1.3552, -0.1435], [-0.5486, 0.2438, -0.5147], [-1.8276, 1.6018, 0.0512], [1.5258, 0.9073, 0.7387], [0.6080, -0.0424, 0.1042], [-2.8199, 1.9643, -0.4313], [-1.3985, 1.8867, 1.3120], [-0.2231, -3.0579, -0.8847], [-2.1637, -1.0440, -1.3453], [1.9441, -1.7991, 0.1791], [1.2128, 1.9843, 0.6499], [1.4403, 0.6888, 1.7531], [2.5935, 0.9686, 0.3001]],
  "nbo_charge": [-0.3010, -0.3056, -0.0559, 0.0665, 0.9102, -0.4083, -0.3867, -0.5120, -0.3524, 0.2285, 0.2358, 0.2242, 0.2257, 0.2129, 0.2183],
  "gap_ev": 9.54,
  "e_above_lowest_ev": 1.3685
}

3.
{
  "formula": "C5H9NO",
  "method": "ωB97M-V with the def2-TZVPD basis set",
  "elements": ["C", "C", "C", "C", "O", "C", "N", "H", "H", "H", "H", "H", "H", "H", "H", "H"],
  "xyz": [[0.7972, -1.0822, -0.5214], [0.0149, -0.5749, 0.7043], [-1.0807, 0.2902, 0.1010], [-0.3211, 1.3710, -0.7728], [1.1706, 1.5426, -0.7797], [-0.4146, -1.5337, 1.7336], [-0.6884, -2.2047, 2.6374], [1.3306, -0.1624, -0.8781], [0.0826, -1.4582, -1.2709], [1.5284, -1.8541, -0.3094], [0.6513, 0.1221, 1.2608], [-1.7461, -0.3527, -0.5060], [-1.7358, 0.7535, 0.8525], [-0.6616, 2.3526, -0.4871], [-0.5519, 1.1767, -1.8273], [1.6161, 1.6902, 0.0763]],
  "nbo_charge": [-0.6392, -0.3251, -0.4083, -0.0808, -0.7412, 0.2950, -0.3277, 0.2771, 0.2025, 0.2199, 0.2218, 0.2170, 0.2202, 0.1919, 0.1992, 0.4775],
  "gap_ev": 11.17,
  "smiles": "C[C@H](C#N)CCO",
  "e_above_lowest_ev": 2.2926
}

4.
{
  "formula": "C35H51N6O6P2S2TeW",
  "method": "ωB97M-V with the def2-TZVPD basis set",
  "elements": ["W", "C", "C", "O", "P", "S", "S", "O", "C", "C", "H", "H", "H", "H", "H", "H", "H", "H", "H", "H", "C", "C", "O", "P", "O", "C", "C", "O", "C", "C", "H", "H", "H", "H", "H", "H", "H", "H", "H", "H", "H", "H", "H", "H", "H", "Te", "C", "C", "C", "C", "C", "C", "C", "C", "C", "C", "C", "C", "H", "H", "H", "H", "H", "H", "H", "H", "H", "H", "C", "C", "N", "C", "C", "N", "C", "N", "N", "N", "C", "C", "C", "C", "C", "C", "H", "H", "H", "H", "H", "H", "H", "H", "H", "H", "H", "C", "C", "N", "O", "H", "H", "H", "H", "H"],
  "xyz": [[0.1918, 0.0676, 0.6849], [6.3349, 0.1001, 1.9688], [5.2942, 1.1611, 1.7381], [4.0157, 0.8626, 2.4363], [2.9553, -0.1833, 2.0144], [2.5342, -0.2200, 0.0293], [1.1732, 0.4191, 2.8332], [3.3506, -1.6183, 2.4363], [4.0029, -2.0151, 3.7182], [3.1974, -1.6033, 4.9202], [7.2446, 0.3949, 1.4440], [6.0285, -0.8698, 1.5743], [6.5820, 0.0111, 3.0256], [5.0538, 1.2879, 0.6821], [5.5835, 2.1179, 2.1615], [4.9974, -1.5778, 3.7112], [4.0847, -3.0926, 3.6182], [3.1356, -0.5179, 5.0201], [3.6992, -1.9789, 5.8126], [2.1944, -2.0289, 4.8962], [-3.2229, -2.7778, -1.9660], [-3.0929, -2.9746, -0.4810], [-3.2400, -1.6716, 0.2317], [-2.2805, -0.4551, 0.1211], [-1.7300, -0.1599, 1.6677], [-2.4437, 0.3537, 2.8778], [-3.1185, -0.7748, 3.6049], [-3.1865, 0.7793, -0.2260], [-4.6541, 0.7315, -0.4694], [-5.4283, 0.8678, 0.8116], [-3.1200, -3.7469, -2.4541], [-2.4364, -2.1206, -2.3510], [-4.1988, -2.3683, -2.2260], [-2.1363, -3.4026, -0.1915], [-3.8940, -3.5791, -0.0668], [-3.1369, 1.1072, 2.5098], [-1.6668, 0.8314, 3.4709], [-3.8572, -1.2755, 2.9811], [-3.6319, -0.3646, 4.4759], [-2.3967, -1.5094, 3.9595], [-4.8742, -0.1980, -0.9874], [-4.8263, 1.5626, -1.1475], [-5.2553, 0.0207, 1.4760], [-6.4931, 0.8829, 0.5754], [-5.1930, 1.7984, 1.3287], [1.5291, 4.8190, -1.0769], [1.9002, 4.7848, -3.1280], [2.3847, 3.5845, -3.6561], [2.6839, 3.5280, -5.0079], [2.5159, 4.6550, -5.8057], [2.0475, 5.8472, -5.2638], [1.7380, 5.9254, -3.9144], [1.1210, 6.8163, -0.6717], [0.0936, 7.5147, -1.3073], [-0.0846, 8.8505, -0.9943], [0.7555, 9.4717, -0.0723], [1.7724, 8.7633, 0.5517], [1.9622, 7.4195, 0.2609], [2.5432, 2.7149, -3.0276], [3.0677, 2.6127, -5.4372], [2.7673, 4.6087, -6.8571], [1.9385, 6.7233, -5.8887], [1.4106, 6.8647, -3.4885], [-0.5563, 7.0440, -2.0363], [-0.8753, 9.4132, -1.4721], [0.6103, 10.5185, 0.1595], [2.4194, 9.2525, 1.2668], [2.7538, 6.8704, 0.7568], [0.8142, -2.7544, -1.5818], [0.5039, -3.0610, -0.1621], [0.1554, -2.1729, 0.7727], [-0.1275, -2.8879, 1.9334], [0.1114, -4.1956, 1.6995], [0.5080, -4.2890, 0.3802], [0.7371, -5.5469, -0.3413], [-0.5028, -6.0812, -0.8097], [-1.2728, -5.2995, -1.6053], [-2.3695, -5.9038, -1.8539], [-2.3477, -7.1363, -1.2388], [-3.2953, -8.1683, -1.2361], [-2.9828, -9.2925, -0.5151], [-1.7616, -9.4063, 0.1876], [-0.8174, -8.4059, 0.1908], [-1.1446, -7.2623, -0.5421], [0.4725, -1.7469, -1.8226], [0.2931, -3.4529, -2.2362], [1.8867, -2.8084, -1.7764], [-0.4447, -2.4064, 2.8413], [0.0201, -5.0619, 2.3329], [1.2013, -6.2624, 0.3327], [1.4211, -5.3453, -1.1636], [-4.2201, -8.0781, -1.7884], [-3.6762, -10.1212, -0.4853], [-1.5609, -10.3195, 0.7314], [0.1225, -8.5233, 0.7136], [-1.4513, 4.3687, -0.0841], [-0.5588, 4.2775, -1.2568], [-0.9736, 3.9620, -2.4277], [-0.0620, 1.5557, -0.1255], [-1.8057, 5.4054, -0.0229], [-0.9168, 4.1555, 0.8397], [-2.3115, 3.7067, -0.1873], [-1.9478, 3.7317, -2.6085], [-0.3340, 3.9509, -3.2250]],
  "lowdin_spin": [0.8263, 0.0003, 0.0008, 0.0106, 0.0251, 0.0333, 0.0072, 0.0068, 0.0003, 0.0000, 0.0001, 0.0000, 0.0000, -0.0002, 0.0002, 0.0000, 0.0002, 0.0000, 0.0000, -0.0001, 0.0017, 0.0008, 0.0170, 0.0435, 0.0083, -0.0006, -0.0003, 0.0110, 0.0009, 0.0005, 0.0001, 0.0012, 0.0000, 0.0002, 0.0003, 0.0000, 0.0000, 0.0001, -0.0001, 0.0000, 0.0002, 0.0001, 0.0000, 0.0001, 0.0000, 0.0001, 0.0000, 0.0000, 0.0000, 0.0000, 0.0000, 0.0000, 0.0000, 0.0000, 0.0000, 0.0000, 0.0000, 0.0000, 0.0000, 0.0000, 0.0000, 0.0000, 0.0000, 0.0000, 0.0000, 0.0000, 0.0000, 0.0000, 0.0099, 0.0029, 0.0116, 0.0023, 0.0003, 0.0000, 0.0001, 0.0000, 0.0001, 0.0000, 0.0000, 0.0000, 0.0000, 0.0000, 0.0000, 0.0000, 0.0078, 0.0002, 0.0002, 0.0000, 0.0001, 0.0000, 0.0000, 0.0000, 0.0000, 0.0000, 0.0000, -0.0001, 0.0000, 0.0001, -0.0315, 0.0000, 0.0000, 0.0000, 0.0000, 0.0000],
  "s2": 0.76,
  "charge": 4,
  "multiplicity": 2,
  "gap_ev": [5.15, 4.78],
  "e_above_lowest_ev": 0.6622
}

5.
{
  "formula": "C20H34N6O2",
  "method": "ωB97M-V with the def2-TZVPD basis set",
  "elements": ["C", "C", "C", "C", "C", "C", "O", "N", "C", "C", "C", "C", "C", "N", "C", "O", "C", "C", "N", "C", "C", "N", "C", "C", "N", "N", "C", "C", "H", "H", "H", "H", "H", "H", "H", "H", "H", "H", "H", "H", "H", "H", "H", "H", "H", "H", "H", "H", "H", "H", "H", "H", "H", "H", "H", "H", "H", "H", "H", "H", "H", "H"],
  "xyz": [[0.5437, -3.2006, 7.2643], [0.5418, -1.9922, 6.3692], [1.6650, -1.4815, 5.8709], [1.7316, -0.2971, 4.9378], [0.3507, 0.1013, 4.4065], [0.4120, 1.5148, 3.8184], [-0.0149, 2.4562, 4.4687], [0.9667, 1.6883, 2.5902], [1.0950, 3.0259, 2.0406], [1.5384, 0.6289, 1.7757], [1.0468, 0.6479, 0.3321], [-0.4634, 0.4865, 0.1793], [-0.9588, -0.8855, 0.6131], [-0.8574, 0.7141, -1.1984], [-0.8849, 1.9450, -1.7676], [-0.5645, 2.9519, -1.1602], [-1.3010, 1.9659, -3.1855], [-1.1523, 0.9539, -4.1145], [-1.6119, 1.5048, -5.2444], [-1.7253, 0.9142, -6.5652], [-0.4100, 0.3091, -7.0343], [-0.0740, -0.9286, -6.3481], [1.3224, -1.2632, -6.5784], [-0.9202, -2.0290, -6.7763], [-2.0205, 2.7557, -5.0487], [-1.8250, 3.0421, -3.7920], [-0.6987, 0.0230, 5.5057], [-0.8065, -1.4241, 6.0029], [-0.0734, -3.9928, 6.8343], [1.5492, -3.5956, 7.4090], [0.1354, -2.9493, 8.2463], [2.6065, -1.9378, 6.1622], [2.1425, 0.5357, 5.5214], [2.4385, -0.4730, 4.1258], [0.0296, -0.5663, 3.6002], [0.7533, 3.7729, 2.7479], [2.1415, 3.2361, 1.8023], [0.5043, 3.1348, 1.1285], [2.6284, 0.7423, 1.7764], [1.3409, -0.3487, 2.2097], [1.3665, 1.5731, -0.1498], [1.5487, -0.1535, -0.2201], [-0.9557, 1.2421, 0.7987], [-0.6912, -1.0871, 1.6499], [-2.0451, -0.9519, 0.5432], [-0.5140, -1.6796, 0.0067], [-1.2744, -0.0491, -1.7053], [-0.7455, -0.0425, -4.0944], [-2.5323, 0.1815, -6.5453], [-2.0327, 1.7022, -7.2484], [-0.4543, 0.1506, -8.1242], [0.3792, 1.0433, -6.8653], [1.5878, -2.1724, -6.0395], [1.5429, -1.4211, -7.6456], [1.9698, -0.4662, -6.2113], [-0.6329, -2.9423, -6.2568], [-1.9673, -1.8434, -6.5367], [-0.8431, -2.2140, -7.8593], [-0.4084, 0.6502, 6.3473], [-1.6747, 0.3319, 5.1344], [-1.2637, -2.0599, 5.2348], [-1.4811, -1.4776, 6.8614]],
  "nbo_charge": [-0.6310, 0.0309, -0.2072, -0.4321, -0.2959, 0.7005, -0.6390, -0.4478, -0.4358, -0.2093, -0.4204, -0.0559, -0.6151, -0.6100, 0.6378, -0.6044, 0.0063, -0.0939, -0.1602, -0.2242, -0.2314, -0.4468, -0.4125, -0.4204, -0.0617, -0.2126, -0.3700, -0.4418, 0.2108, 0.2123, 0.2124, 0.1981, 0.2212, 0.2112, 0.1955, 0.2491, 0.1867, 0.2252, 0.1939, 0.2077, 0.2343, 0.2060, 0.2164, 0.2164, 0.2198, 0.2019, 0.3937, 0.2508, 0.2067, 0.2422, 0.1785, 0.2145, 0.2038, 0.1678, 0.2052, 0.2075, 0.1975, 0.1689, 0.2185, 0.2154, 0.2019, 0.2121],
  "gap_ev": 9.21,
  "smiles": "CC1=CC[C@H](C(=O)N(C)CC[C@H](C)NC(=O)c2cn(CCN(C)C)nn2)CC1",
  "e_above_lowest_ev": 1.1581
}

6.
{
  "formula": "C11H15N",
  "method": "ωB97M-V with the def2-TZVPD basis set",
  "elements": ["C", "C", "C", "C", "C", "C", "C", "C", "C", "N", "H", "H", "H", "H", "H", "H", "H", "H", "H", "C", "C", "H", "H", "H", "H", "H", "H"],
  "xyz": [[-0.0752, -3.4355, -1.3614], [0.3540, -1.5769, 1.6851], [-0.0578, -1.5530, 0.3333], [0.3132, -2.8828, -0.1154], [1.2127, -3.3776, 0.8164], [-1.0048, 0.4707, 1.9530], [-0.1689, -0.5059, 2.5323], [-1.1116, 0.6483, 0.5690], [-0.8828, -0.5066, -0.1565], [1.1667, -2.5923, 1.9939], [-1.4847, 1.0864, 2.5944], [-0.1326, -0.8766, 3.6572], [-1.5626, 1.6449, 0.1688], [-1.1167, -0.6013, -1.1712], [1.2197, -2.8562, 2.9486], [1.9930, -3.9999, 0.7131], [0.4974, -4.3642, -1.5294], [0.0248, -2.8465, -2.3643], [-1.0036, -3.9443, -1.1381], [0.1777, 3.8782, -2.2945], [0.2758, 4.1067, -0.8072], [-0.1075, 2.9415, -2.6252], [-0.3712, 4.7450, -2.7444], [1.2085, 3.9194, -2.6900], [-0.6269, 3.6682, -0.3281], [0.2219, 5.1860, -0.4399], [1.0416, 3.6243, -0.1992]],
  "nbo_charge": [-0.6498, 0.1722, -0.1157, -0.0548, -0.0622, -0.2119, -0.2437, -0.2350, -0.1881, -0.5402, 0.2042, 0.2024, 0.2228, 0.2059, 0.4092, 0.2010, 0.2188, 0.2278, 0.2356, -0.6153, -0.6169, 0.2096, 0.2099, 0.2003, 0.1934, 0.2069, 0.2137],
  "gap_ev": 8.80,
  "smiles": "Cc1c[nH]c2ccccc12.CC",
  "e_above_lowest_ev": 2.9548
}

7.
{
  "formula": "C3H8N3O",
  "method": "ωB97M-V with the def2-TZVPD basis set",
  "elements": ["C", "C", "C", "N", "N", "N", "O", "H", "H", "H", "H", "H", "H", "H", "H"],
  "xyz": [[1.2856, 0.9954, 0.4864], [1.4343, 0.3491, -0.8305], [-0.4128, -0.8939, 0.3099], [0.9877, -0.3810, 0.2775], [-2.6336, -0.2177, -0.0693], [-1.2660, -0.0324, -0.3901], [-2.0062, 0.9722, 0.3611], [2.1460, 1.2866, 0.9436], [0.2995, 1.5419, 0.7324], [0.7078, 0.4814, -1.6172], [2.4040, -0.0990, -1.1310], [-0.4930, -1.9541, -0.0639], [-0.8039, -0.9275, 1.3250], [1.6870, -1.0995, 0.5791], [-3.3362, -0.0216, -0.9131]],
  "nbo_charge": [-0.2156, -0.2298, -0.1063, -0.3448, -0.1598, -0.0963, -0.2247, 0.2526, 0.2693, 0.2704, 0.2450, 0.2652, 0.2409, 0.4575, 0.3763],
  "charge": 1,
  "gap_ev": 11.05,
  "smiles": "C1C[NH+]1Cn1[nH]o1",
  "e_above_lowest_ev": 7.3835
}